1.
C2H5N3S | ωB97M-V with the def2-TZVPD basis set

Results
energy above the lowest of the compared OMol25 structures with the same formula, charge and spin = 35.4 kcal per mole
HOMO level = -8.328 eV
SMILES = [H]/N=C(\N)NC=S

```
! RIJCOSX wB97M-V def2-TZVPD def2/J DEFGRID3
* xyz 0 1
C 0.68 -0.60 -0.81
C -1.09 0.84 0.22
H 1.43 0.47 -2.51
H 2.35 -0.90 -2.10
H 1.57 -2.25 -0.34
H -0.63 0.70 -1.67
H -2.07 1.24 -0.12
N 1.40 -0.54 -2.01
N 0.86 -1.52 -0.01
N -0.38 0.31 -0.82
S -0.84 0.72 1.88
*
```

Löwdin atomic charges, in units of e: -0.585 -0.669 0.146 0.087 0.089 0.100 0.065 0.067 0.131 0.005 0.565

2.
C36H48N2O3PtSbSi | ωB97M-V with the def2-TZVPD basis set

Results
energy above the lowest of the compared OMol25 structures with the same formula, charge and spin = 13.8 kcal per mole
HOMO level (spin up / spin down) = -3.178 / -5.572 eV

```
! RIJCOSX wB97M-V def2-TZVPD def2/J DEFGRID3
* xyz -1 5
Pt 1.35 0.63 0.81
N 0.29 5.16 1.65
C 0.73 3.79 1.46
C 1.39 3.16 2.68
O 1.40 3.84 3.71
N 1.79 1.85 2.61
C 2.79 1.54 3.50
C 3.32 1.16 6.46
O 2.89 2.08 6.97
O 3.93 0.26 6.06
H 0.83 5.85 1.06
H 0.51 5.38 2.67
H 1.39 3.62 0.55
H -0.19 3.19 1.35
H 3.39 2.28 4.00
H 3.16 0.54 3.33
C 0.90 0.56 -1.10
C 0.58 0.65 -2.27
C 0.21 0.71 -3.62
C -0.26 1.98 -4.16
C -0.63 2.14 -5.48
C -0.97 3.41 -5.97
C -0.91 4.54 -5.16
C -0.51 4.37 -3.87
C -0.20 3.13 -3.36
C 0.34 -0.46 -4.45
C 1.62 -0.95 -4.64
C 1.86 -2.00 -5.54
C 0.88 -2.61 -6.28
C -0.45 -2.07 -6.13
C -0.68 -0.99 -5.28
H -0.78 1.39 -6.32
H -1.48 3.41 -6.96
H -1.17 5.49 -5.57
H -0.50 5.22 -3.17
H 0.07 2.97 -2.28
H 2.40 -0.45 -3.97
H 2.87 -2.23 -5.85
H 1.22 -3.34 -7.00
H -1.28 -2.39 -6.78
H -1.60 -0.40 -5.16
C -3.02 2.47 1.74
C -2.77 1.27 0.78
C -2.48 1.81 -0.59
Sb -1.17 -0.04 1.50
C -1.88 -2.04 0.93
C -1.94 -2.04 -0.57
C -3.07 -2.64 1.63
C -1.62 -0.30 3.67
C -3.09 -0.13 4.04
C -0.70 0.63 4.58
H -3.88 3.16 1.44
H -2.10 3.02 1.91
H -3.14 2.09 2.78
H -3.66 0.59 0.92
H -1.46 2.35 -0.70
H -3.35 2.30 -0.98
H -2.26 0.99 -1.28
H -1.10 -2.62 1.32
H -2.63 -1.26 -0.89
H -2.32 -2.96 -0.99
H -1.05 -1.79 -1.14
H -3.99 -2.05 1.56
H -2.91 -2.77 2.70
H -3.31 -3.64 1.35
H -1.28 -1.33 3.81
H -3.22 0.86 4.42
H -3.28 -0.78 4.85
H -3.78 -0.41 3.25
H -1.09 1.63 4.42
H 0.34 0.45 4.33
H -0.76 0.39 5.59
C 1.73 -2.12 3.28
Si 2.26 -1.56 1.50
C 4.17 -1.40 1.34
C 1.77 -3.07 0.32
C 1.59 -4.34 0.91
C 1.25 -5.43 0.20
C 1.01 -5.28 -1.15
C 1.23 -4.04 -1.74
C 1.50 -2.88 -1.05
H 2.17 -3.14 3.61
H 0.65 -2.12 3.46
H 2.04 -1.23 4.02
H 4.77 -2.09 1.94
H 4.48 -0.43 1.66
H 4.43 -1.56 0.28
H 1.68 -4.43 1.96
H 1.03 -6.43 0.71
H 0.89 -6.17 -1.74
H 1.20 -3.94 -2.87
H 1.59 -1.92 -1.49
*
```

Löwdin atomic charges, in units of e: 0.670 -0.031 -0.266 -0.550 -0.018 -0.195 -0.114 -0.477 0.226 0.175 0.072 0.076 0.114 0.049 0.052 0.000 -0.327 -0.180 -0.172 -0.190 -0.049 -0.101 -0.122 -0.101 -0.027 -0.222 -0.024 -0.117 -0.098 -0.075 -0.055 0.124 0.104 0.087 0.108 0.109 0.147 0.094 0.092 0.096 0.118 -0.135 -0.546 -0.171 1.503 -0.529 -0.151 -0.135 -0.502 -0.157 -0.110 0.100 0.043 0.040 0.085 0.092 0.071 0.041 0.042 0.060 0.075 0.056 0.068 0.067 0.064 0.050 0.059 0.057 0.055 0.072 0.030 0.045 -0.242 0.478 -0.235 -0.258 -0.141 -0.130 -0.115 -0.103 -0.110 0.039 -0.028 0.043 0.016 -0.016 0.021 0.064 0.122 0.086 0.111 0.057

3.
C4H5N | ωB97M-V with the def2-TZVPD basis set

Results
energy above the lowest of the compared OMol25 structures with the same formula, charge and spin = 23.4 kcal per mole
HOMO level = -10.775 eV
SMILES = N#CC1CC1

```
! RIJCOSX wB97M-V def2-TZVPD def2/J DEFGRID3
* xyz 0 1
N -1.11 1.20 2.22
C -0.41 0.97 1.34
C 0.45 0.31 0.38
C 0.02 0.23 -1.05
C -0.04 -1.00 -0.21
H 1.49 0.38 0.65
H 0.81 0.36 -1.77
H -0.93 0.71 -1.28
H 0.73 -1.76 -0.36
H -1.01 -1.40 0.08
*
```

Löwdin atomic charges, in units of e: 0.144 -0.203 -0.291 -0.119 -0.097 0.138 0.101 0.112 0.103 0.112

4.
C4H10O3 | ωB97M-V with the def2-TZVPD basis set

Results
energy above the lowest of the compared OMol25 structures with the same formula, charge and spin = 35.2 kcal per mole
HOMO level = -9.898 eV
SMILES = O=CCCCO.O

```
! RIJCOSX wB97M-V def2-TZVPD def2/J DEFGRID3
* xyz 0 1
C 1.81 0.36 0.75
O 2.91 0.28 -0.15
C 0.67 -0.58 0.33
C -0.39 -0.74 1.41
C -0.24 -2.05 2.17
O -0.30 -3.11 1.62
H 2.16 0.12 1.76
H 1.49 1.38 0.76
H 3.41 -0.51 0.10
H 0.21 -0.10 -0.55
H 1.10 -1.51 -0.02
H -1.40 -0.80 1.02
H -0.42 0.10 2.11
H -0.09 -1.96 3.26
H -3.47 2.47 -5.34
H -3.95 3.74 -4.73
O -3.49 2.93 -4.49
*
```

Löwdin atomic charges, in units of e: -0.282 -0.067 -0.180 -0.162 -0.273 0.059 0.118 0.115 0.089 0.122 0.112 0.121 0.111 0.116 0.035 0.031 -0.066

5.
C6H8ClNaO10 | ωB97M-V with the def2-TZVPD basis set

Results
energy above the lowest of the compared OMol25 structures with the same formula, charge and spin = 0.0 kcal per mole
HOMO level = -10.433 eV

```
! RIJCOSX wB97M-V def2-TZVPD def2/J DEFGRID3
* xyz 0 1
Na -5.14 -4.23 -4.52
Cl -8.57 -5.11 -4.92
O -7.52 -4.10 -5.13
O -9.74 -4.66 -5.62
O -8.11 -6.37 -5.41
O -8.84 -5.22 -3.51
C -9.49 -3.70 -8.66
C -10.91 -3.42 -8.09
O -11.51 -2.63 -9.12
C -10.78 -2.70 -10.26
O -11.13 -2.33 -11.32
O -9.57 -3.27 -10.01
H -9.23 -4.75 -8.58
H -8.77 -3.08 -8.14
H -10.86 -2.82 -7.19
H -11.44 -4.35 -7.97
C -12.92 -4.41 -4.05
C -13.68 -3.09 -3.99
O -15.06 -3.53 -3.96
C -15.14 -4.87 -3.84
O -16.15 -5.46 -3.68
O -13.91 -5.43 -3.94
H -12.12 -4.57 -3.33
H -12.37 -4.57 -4.98
H -13.54 -2.46 -4.85
H -13.56 -2.58 -3.03
*
```

Löwdin atomic charges, in units of e: 0.870 0.651 -0.446 -0.343 -0.340 -0.341 -0.116 -0.119 0.057 -0.581 0.166 0.057 0.127 0.124 0.117 0.128 -0.121 -0.081 0.048 -0.584 0.164 0.069 0.129 0.111 0.126 0.128

6.
C3H3LiO3Tb | ωB97M-V with the def2-TZVPD basis set

Results
HOMO level (spin up / spin down) = -24.701 / -24.742 eV

```
! RIJCOSX wB97M-V def2-TZVPD def2/J DEFGRID3
* xyz 4 8
H -0.19 -1.88 1.66
C -0.20 -0.38 1.12
C 1.10 0.08 0.55
O 0.80 0.31 -0.84
C -0.46 0.13 -1.03
O -1.08 -0.26 0.11
O -1.09 0.31 -2.05
Tb -1.23 1.02 -4.35
H 1.87 -0.71 0.63
H 1.51 1.00 0.98
Li -1.05 0.38 3.21
*
```

Löwdin atomic charges, in units of e: 0.490 0.145 0.020 0.220 -0.476 0.222 -0.058 2.066 0.220 0.217 0.935